1.
Here is a structure of composition C28H29BEuN6Si at a distorted geometry from the Open Molecules 2025 dataset. Energies are from ωB97M-V/def2-TZVPD.

Structure (XYZ):
```
66
Properties=species:S:1:pos:R:3:forces:R:3
C -2.9358 -0.7464 1.9695 -0.2 -0.3 0.0
C 0.2368 3.4250 -3.0419 0.0 -0.8 0.4
B 0.7711 -0.0655 -4.3824 0.2 -0.1 -0.1
C 3.6688 0.0996 3.7383 -0.3 0.0 -0.2
C -1.0014 2.3718 2.0698 -0.2 0.2 -0.8
H 0.5807 2.7647 -5.1643 0.1 -0.1 0.1
H 0.9061 3.2208 1.4502 -0.2 0.1 0.2
H -3.3526 0.0035 1.2924 0.0 -0.2 0.2
C 2.5071 0.3293 4.4819 -0.2 0.0 -0.4
H -3.0118 1.9004 2.7360 0.2 0.3 0.0
N 1.8691 -0.9880 -3.7505 -0.1 -0.4 1.3
C -2.2283 -2.0412 -3.4925 0.8 0.6 -1.2
Si -0.4633 0.6514 1.6329 -0.2 1.0 3.6
C -3.2531 -2.7184 3.3482 0.2 0.3 -0.2
H 4.6228 -0.0359 4.2457 -0.2 0.0 -0.1
C -2.3963 -2.0166 -4.8952 0.6 0.2 0.9
C -1.5606 -0.7114 2.2897 -0.4 -0.3 -1.0
H 1.0869 0.1585 -5.5217 -0.2 -0.1 0.2
H 0.3824 0.6781 4.4186 0.3 0.0 -0.2
H -0.0178 2.8375 -0.8696 0.0 0.1 0.1
H 2.9451 -1.5161 -5.4588 0.2 0.0 -0.2
C 1.2058 0.4270 2.4218 1.1 -0.1 -0.9
H -2.8123 -2.5314 -2.7224 0.0 0.1 -0.2
N 1.8821 -1.3587 -2.4016 0.3 0.3 -0.5
C 0.2095 -3.4068 0.2695 0.3 -0.2 0.0
C -1.8870 -2.7261 3.6382 0.2 0.2 0.0
H 2.3510 0.2220 0.5832 0.2 0.0 0.2
H 3.2077 -2.5743 -1.2653 -0.1 0.0 -0.1
H 4.4459 -2.9948 -3.6849 0.2 -0.1 0.0
C -2.5651 3.9942 3.0095 0.0 -0.5 0.0
C 1.2826 0.4966 3.8256 0.0 0.0 0.1
N -0.5601 -0.8734 -4.3482 -0.8 -0.4 0.9
C -0.3857 4.7320 2.2787 0.3 -0.4 -0.2
H -1.8660 6.0367 3.1607 0.1 -0.3 -0.1
H -3.5423 4.2156 3.4414 0.3 -0.1 -0.1
H -0.9959 -1.0234 -6.3782 -0.1 0.0 -0.2
H 0.3443 5.5297 2.1288 -0.2 -0.3 0.1
C 2.8523 -1.6373 -4.3977 0.0 0.1 1.0
H -4.8344 -1.7268 2.2625 0.3 0.0 0.1
H 4.5142 -0.1294 1.7624 -0.3 0.1 0.2
H -1.4683 -3.5094 4.2744 -0.1 0.3 -0.2
N 0.5938 1.2982 -3.6281 -0.2 -0.2 0.8
C -1.3093 -1.2822 -5.3836 -0.3 -0.2 1.2
N 0.3751 1.3034 -2.2684 -0.1 0.6 -0.1
H -3.9054 -3.4867 3.7617 0.1 0.2 -0.1
C -3.7718 -1.7280 2.5079 0.0 0.2 -0.1
C 2.9539 -2.1746 -2.2386 -0.5 0.4 -1.4
C -2.2629 2.6840 2.6141 -0.3 0.4 0.0
H 2.5498 0.3761 5.5708 0.0 0.0 -0.3
H -0.2842 -3.2004 -0.6851 0.0 -0.2 -0.1
N -1.1169 -1.3407 -3.1554 0.0 0.1 -0.8
C 0.1718 2.5940 -1.9007 0.2 -0.4 -1.7
C 3.6053 0.0487 2.3436 0.1 0.0 -0.2
H 0.0163 -1.7666 3.3527 -0.4 0.0 -0.1
H -0.5435 -3.7048 0.9916 0.0 -0.1 0.0
H 0.9330 -4.2088 0.0867 -0.3 0.1 0.1
C -1.6278 5.0181 2.8501 0.0 -0.3 -0.1
C -0.0754 3.4248 1.8868 0.0 0.4 0.1
C 2.3880 0.2288 1.6787 -0.2 -0.2 0.6
H -3.1777 -2.4696 -5.4616 -0.2 -0.2 -0.2
Eu -0.1489 -0.7374 -1.0226 0.7 -0.2 -1.5
H 0.1040 4.4922 -3.0794 0.0 0.0 0.0
H 0.7687 -2.5663 0.6948 0.0 0.1 0.0
C 0.4912 2.5570 -4.1080 0.0 -0.2 0.9
C -1.0508 -1.7357 3.1176 0.2 -0.3 -0.1
C 3.5894 -2.3864 -3.4801 -0.7 0.4 0.4
```
Positions in Å, forces in eV/Å.

Output
* frontier orbital gap (alpha / beta): 5.29 / 5.32 eV
* spin multiplicity: 8
* total charge: +2

Here are the Mulliken charges for atoms 1 to 5, given in e: atom 1 (C): -0.55, atom 2 (C): -1.27, atom 3 (B): -0.06, atom 4 (C): -0.60, atom 5 (C): 0.79

***

2.
Here is a structure of composition C28H29ClIrN6O6S at a distorted geometry from the Open Molecules 2025 dataset. Energies are from ωB97M-V/def2-TZVPD.

Structure (XYZ):
```
72
Properties=species:S:1:pos:R:3:forces:R:3
N 1.3504 -0.1739 2.2135 -2.0 2.1 1.0
H 2.7704 -0.5808 0.7259 0.1 0.2 0.2
C -0.2213 -3.7739 -4.9024 0.1 0.1 0.0
C 0.7309 1.9871 4.6690 0.8 -0.2 0.9
H -0.2412 -2.7916 -1.6472 -0.2 -0.1 0.1
O -0.2089 2.2300 3.9221 -0.6 -0.6 -2.0
H 4.1452 1.5947 -0.3360 0.0 -0.1 0.1
C -1.9961 2.0050 -0.7896 0.0 1.2 -3.2
H -0.5148 -5.8070 -5.4506 0.0 -0.1 0.0
O -1.9477 1.2546 0.2421 1.8 -1.5 4.0
H 0.8989 -2.7859 -6.4358 0.1 0.0 -0.1
C -0.8076 -4.8172 -5.7975 0.0 0.0 0.0
C -2.4906 -1.2843 2.7624 -0.7 -0.8 0.3
C 0.8764 -1.8864 -3.2033 0.2 0.4 0.3
H 0.0021 0.3087 -0.6072 0.3 -0.2 0.1
Ir -0.5105 1.2706 1.8417 2.2 -3.0 -0.6
C 1.1296 5.3211 -1.0933 -0.1 0.0 0.1
C -2.0262 1.1942 -2.1163 0.0 0.3 0.8
H -3.8358 0.3634 2.5082 -0.1 0.1 0.0
C -0.0028 -2.8267 -2.6978 -0.2 -0.3 0.0
Cl 2.3949 3.9345 5.0785 -0.1 0.1 0.1
N -1.2529 -0.7746 2.4648 0.0 1.8 -0.2
H -1.8950 -4.7718 -5.7764 -0.1 0.0 0.0
C -4.6687 -2.8235 3.4110 0.1 -0.1 0.0
H 1.4047 0.4628 3.6675 -0.1 0.0 -0.2
H 1.6923 -2.1379 2.8957 -0.1 0.2 0.0
H 1.2075 -1.9867 1.1899 -0.1 -0.1 0.3
H 0.5137 6.1690 -1.3469 -0.1 0.1 0.0
C -0.3931 -1.7645 2.5536 0.4 0.2 0.0
C -2.3433 -2.6554 3.0621 -0.5 0.8 -0.2
C -3.7414 -0.6782 2.7689 0.2 -0.1 0.0
C 1.4723 3.2984 0.0824 0.6 0.7 -0.8
H 2.7255 5.9710 -2.3639 0.0 0.1 -0.1
C 3.2226 4.1355 -1.4051 0.0 0.1 -0.1
O -1.9825 3.2152 -0.8252 0.0 -0.1 0.5
H -1.2388 -4.5016 -3.1606 -0.1 -0.1 0.1
C -0.5837 0.8822 -2.5129 -0.2 0.4 -0.6
H 1.8914 -1.1064 -4.9067 0.1 0.1 -0.1
H -5.5414 -3.4000 3.6716 -0.1 -0.1 0.0
C 1.0872 2.9398 5.7898 0.0 0.0 -0.2
H -3.3255 -4.4916 3.6257 0.0 -0.1 0.0
O 1.5276 0.9764 4.5662 0.0 0.0 0.0
O 2.3930 0.2434 -2.5183 -0.2 -0.2 -0.5
N -0.9946 -2.9181 2.9185 0.2 0.2 -0.1
C 0.6532 -2.8063 -5.3854 0.0 0.0 0.0
N 3.2911 2.0243 -0.0191 -0.2 -0.1 0.2
O 1.9087 -1.4570 -0.8333 -0.3 -0.2 -0.2
H -0.0086 1.8154 -2.6088 -0.1 -0.1 0.0
N 1.2922 2.2095 0.9065 -1.6 -0.1 0.6
H 3.4121 0.2147 2.1847 -0.1 0.1 0.0
C 2.3855 1.4763 0.8092 0.0 -0.4 0.3
C -3.4338 -3.4432 3.3959 0.0 -0.1 0.0
C 2.7421 3.1820 -0.5238 -0.8 0.6 0.2
S 1.4649 -0.7257 -2.0021 -0.4 0.4 0.5
H -0.4731 -4.6938 -6.8225 0.0 0.0 -0.1
C 2.3928 5.2069 -1.6788 0.2 -0.2 0.0
C 1.0410 -1.5795 2.2037 -0.2 -0.5 -0.6
H -0.5480 -3.8130 3.0448 0.1 0.1 0.0
C -4.8215 -1.4711 3.0929 0.0 0.2 0.0
H -0.5762 0.3754 -3.4831 0.0 0.1 0.0
N 0.0233 -0.0257 -1.5634 0.6 -0.6 0.0
H -0.3349 4.4766 0.2249 -0.1 0.0 0.1
H 1.4938 2.4182 6.6548 -0.1 0.0 -0.1
H 0.2548 3.5922 6.0489 0.1 -0.1 -0.1
H -2.4987 1.8056 -2.8835 0.0 0.0 0.0
C -0.5483 -3.7676 -3.5462 0.1 0.2 0.1
H 4.1976 4.0403 -1.8563 0.1 0.0 -0.1
H -5.8109 -1.0420 3.1001 -0.1 0.1 0.0
C 1.2105 -1.8588 -4.5400 0.1 0.2 0.0
C 2.5513 0.1706 1.4979 0.5 -0.1 -0.5
C 0.6498 4.3839 -0.2022 0.1 0.0 0.0
H -2.5828 0.2723 -1.9539 0.0 0.0 -0.1
```
Positions in Å, forces in eV/Å.

Output
* frontier orbital gap (alpha / beta): 6.20 / 6.71 eV
* total charge: +1

Here are the Mulliken charges for atoms 1 to 5, given in e: atom 1 (N): -0.28, atom 2 (H): 0.45, atom 3 (C): 0.98, atom 4 (C): 0.82, atom 5 (H): 0.45

***

3.
Here is a structure of composition C28H29ClN3OS2Si2W at a distorted geometry from the Open Molecules 2025 dataset. Energies are from ωB97M-V/def2-TZVPD.

Structure (XYZ):
```
67
Properties=species:S:1:pos:R:3:forces:R:3
N -4.3756 -0.0578 -0.7027 0.0 0.1 0.1
C 2.0148 -2.2825 -2.1173 0.2 -0.3 -0.1
H -2.5362 2.3594 2.9450 0.1 0.0 0.0
C 1.6934 -0.8733 -1.8334 -0.1 0.2 0.7
O -0.3395 1.0483 -1.4440 0.1 0.2 0.0
H 0.7024 -4.9719 -3.7672 0.0 0.0 0.0
C 1.0660 2.4041 5.1789 0.0 0.0 0.0
H 4.2101 -4.7866 -1.3212 0.0 0.1 0.0
C -0.6101 3.2058 0.7532 0.1 -0.5 -0.3
C 2.8837 -1.6665 2.0649 -0.3 0.0 -0.4
C -1.0149 2.5859 -3.0862 0.2 -0.2 0.2
H -3.2208 1.6021 1.5020 0.0 0.0 0.0
H 2.5712 -6.1501 -2.5919 0.0 0.0 0.0
H -5.0354 -0.0479 -1.4629 0.1 0.0 -0.1
C 0.1867 2.3573 4.1068 0.0 0.1 0.1
H 2.9305 1.6809 5.9700 0.0 0.0 0.0
H -1.3421 3.3485 -0.0469 0.0 0.0 0.0
N -2.2666 -0.3321 -0.0269 0.1 0.2 0.1
C 0.4565 1.5761 2.9818 -0.1 -0.2 -0.1
C -3.6887 2.0651 -2.5648 -0.1 -0.1 0.1
C -0.0770 -2.1806 0.8366 0.3 0.0 0.3
S -2.7945 -2.9590 -3.4399 -0.5 -0.4 -0.5
H -1.7385 3.9768 -4.5758 0.0 0.0 0.0
H 1.1803 -0.4279 -2.6836 -0.1 0.0 0.1
H -5.2517 -1.5912 0.5533 0.0 0.0 0.1
H 0.3803 3.4151 0.3396 0.0 0.0 0.0
C -2.6976 1.3446 -1.8286 0.2 -0.1 0.0
S -0.1252 -3.6188 1.4842 -0.1 0.7 -0.3
H 0.8405 3.0130 6.0491 0.0 0.0 0.0
C -2.4543 1.5003 2.2749 0.2 -0.4 -0.2
H 3.1214 1.9598 0.3522 0.0 0.0 0.0
C -3.3493 2.9921 -3.5296 0.1 0.1 -0.1
C 3.4994 0.9995 0.7163 -0.4 -0.2 -0.4
C 1.3921 -4.4225 -3.1369 0.0 -0.1 -0.1
N -0.9778 -1.6945 -1.7589 -0.2 -0.1 -0.2
W -0.0668 -0.4580 -0.2116 -0.4 -1.2 -1.2
H 0.0326 2.7868 -3.2819 0.0 0.0 0.1
C 1.2120 -3.0635 -2.9725 0.0 0.0 0.1
C -3.0769 -1.1996 0.6653 0.0 0.0 0.0
H 3.9685 -1.5495 2.1156 0.0 0.1 0.0
H 2.5058 -1.8269 3.0780 -0.1 0.1 0.0
H 0.4047 -2.5789 -3.5022 0.1 0.0 0.0
C 3.3381 -4.3245 -1.7665 0.0 -0.1 0.0
C -3.0597 0.3579 -0.9001 0.0 0.0 0.0
H -4.7349 1.8948 -2.3351 0.0 0.0 0.0
H 4.0945 0.5485 -0.0814 -0.1 0.0 0.0
Si -0.7078 1.4171 1.4699 0.1 1.0 0.9
H 2.6710 -2.5736 1.4973 0.1 0.0 0.0
C -4.3554 -1.0767 0.2549 0.0 0.0 -0.1
C 3.1420 -2.9606 -1.6223 -0.2 0.1 -0.1
C -2.0123 3.2608 -3.8099 -0.2 0.1 -0.1
Si 2.0214 -0.1172 1.2849 0.7 0.3 1.1
C 2.2412 1.6620 5.1314 0.0 0.0 0.0
H -2.6800 0.5973 2.8495 0.0 0.0 0.0
H 3.4514 0.3298 3.9783 0.0 0.0 0.0
C 1.6473 0.8446 2.9234 -0.3 -0.1 -0.3
C 2.5251 0.8991 4.0072 0.2 0.0 0.1
H 4.1588 1.1989 1.5644 -0.1 -0.1 0.1
H -0.7269 2.9442 4.1491 0.0 0.0 0.0
H -0.8131 3.9347 1.5428 0.0 -0.1 0.1
C -1.7632 -2.2157 -2.4481 0.5 0.4 0.5
C 2.4358 -5.0796 -2.4973 0.0 0.0 0.0
H -4.1321 3.5192 -4.0663 0.0 0.0 0.0
C -1.3189 1.6503 -2.1157 -0.4 0.3 -0.3
H -2.6742 -1.8410 1.4306 0.0 0.0 0.0
Cl 4.4429 -2.0565 -0.8919 0.1 0.0 0.2
H 2.5952 -0.2954 -1.6299 -0.1 0.0 0.0
```
Positions in Å, forces in eV/Å.

Output
* ΔE to the lowest compared entry with this formula, charge and spin: 74.1 kJ/mol
* frontier orbital gap (alpha / beta): 3.53 / 5.86 eV
* spin multiplicity: 4
* total charge: -2

Here are the Mulliken charges for atoms 1 to 5, given in e: atom 1 (N): -0.10, atom 2 (C): 0.63, atom 3 (H): 0.41, atom 4 (C): -2.48, atom 5 (O): -0.02

***

4.
Here is a structure of composition C28H29ClN6O2S4Ti at a distorted geometry from the Open Molecules 2025 dataset. Energies are from ωB97M-V/def2-TZVPD.

Structure (XYZ):
```
71
Properties=species:S:1:pos:R:3:forces:R:3
C 0.2185 4.2319 -2.2859 0.0 0.0 0.0
H 0.8315 -4.5014 -2.6470 -0.1 -0.1 -0.1
Cl 3.5620 -4.6853 -3.3312 0.0 0.0 0.0
S -0.9924 1.5432 2.7961 0.3 0.1 -0.2
C -1.2724 2.7529 -3.6156 0.0 0.2 0.1
C 1.3637 -0.5926 -4.2008 0.2 -0.1 0.1
S -2.0630 -1.8870 2.4843 0.0 -0.2 -0.2
C -0.7862 0.5617 4.3068 -0.2 -0.2 0.2
C -2.9276 -2.1826 0.9340 -0.1 -0.1 -0.1
H -2.2029 -2.3475 0.1383 0.1 0.0 0.0
S -2.8533 0.4399 -0.0131 0.1 -0.1 -0.1
C -0.2455 -1.7173 -5.2891 0.0 0.0 0.0
C 0.6248 -2.8060 -1.3704 0.3 0.1 0.1
H -0.1921 -2.8043 1.3099 0.0 0.1 -0.2
H -0.5286 1.0016 -1.6347 0.1 0.2 0.0
H -4.3601 1.7990 1.2522 0.1 0.0 -0.1
H -3.0932 0.4019 2.9365 0.1 0.2 0.0
H -0.4394 -2.9246 -1.2414 -0.1 0.0 0.0
H 1.6696 3.5953 0.7081 -0.2 0.0 -0.4
C 0.4101 -2.5727 3.3596 0.1 -0.3 0.3
H -3.5591 -3.0707 1.0096 0.1 0.0 0.0
H 1.1733 -3.3552 3.3815 0.0 0.1 0.0
H -3.2328 2.1314 3.3012 0.0 -0.1 0.0
H -0.8666 -3.9810 2.4374 -0.1 0.1 0.0
C -0.6120 -2.9259 2.3008 0.0 -0.2 0.1
H 4.4366 -0.3361 -0.6883 -0.2 0.0 0.1
O 0.6035 -0.8986 0.0558 0.2 -0.5 -0.9
C 0.9893 4.4639 -1.1585 -0.2 -0.2 0.2
H -1.0396 1.1887 5.1647 0.0 0.0 -0.1
N 1.8850 1.8670 2.4091 0.0 -0.1 -0.4
Ti 1.0513 0.6579 0.9916 -1.5 0.0 1.5
C -1.0846 -0.6274 -5.1728 0.0 0.0 0.0
N 3.5280 2.6576 3.9949 0.5 0.1 -0.1
N 0.5939 2.2302 -0.4182 0.1 0.1 -0.1
C 3.3783 -2.4969 -1.7581 -0.4 -0.1 -0.1
C -3.7932 -0.9875 0.5759 -0.3 -0.2 -0.2
C -0.1076 1.9990 -1.5329 -0.2 0.0 0.0
N 3.3474 2.8020 6.4469 -0.1 0.1 1.1
H -1.5175 -0.2523 4.2518 0.2 0.2 0.1
C -0.3493 2.9835 -2.4907 0.0 -0.4 0.2
H -4.4123 -0.6941 1.4230 0.0 0.1 0.0
C 2.6606 -1.5781 -0.9638 0.4 0.1 -0.1
C 0.6019 -0.0125 4.5368 0.1 0.2 0.3
H -2.8733 2.6158 0.8251 0.0 0.0 0.1
C -2.7829 1.4039 2.6209 -0.2 -0.2 0.2
H 1.3391 0.7659 4.7517 -0.2 -0.1 -0.1
C 2.7182 -3.5487 -2.3430 0.1 0.1 0.1
H 2.3749 -0.5697 -3.8229 0.2 0.0 0.1
C -0.5898 0.4865 -4.5074 -0.1 0.2 0.0
H -2.0772 -0.6384 -5.5949 -0.1 0.0 0.0
S 1.3151 -1.0084 3.2143 0.1 0.2 -0.3
H -2.2216 1.7464 -5.1309 -0.1 0.0 0.0
H -0.0621 -2.5734 4.3458 0.1 0.0 0.0
C 3.3694 -0.4488 -0.4444 -0.3 0.1 0.2
C 2.6690 2.2226 3.2180 -0.2 0.2 -0.2
H 1.4426 5.4227 -0.9726 0.1 0.1 0.0
H 0.5671 -0.6433 5.4310 0.0 0.1 -0.1
C 1.1240 3.4527 -0.2281 0.3 0.1 0.2
N 0.6484 0.5028 -4.0083 0.0 0.0 0.0
C -1.4128 1.7010 -4.4130 -0.1 -0.1 -0.1
C -3.2738 1.6773 1.2176 -0.2 0.3 -0.1
C 3.4034 2.7323 5.3058 0.0 -0.1 -0.5
H -4.4812 -1.2813 -0.2210 0.1 0.0 0.1
H -0.5685 -2.6168 -5.7931 0.0 -0.1 -0.1
O 2.8375 0.4351 0.2575 1.2 -0.3 -0.7
H 0.0506 5.0199 -3.0049 0.0 0.1 -0.1
H -1.9627 3.5723 -3.7856 0.0 0.1 0.0
C 1.2792 -1.7374 -0.7383 -0.4 0.1 0.2
C 1.3389 -3.6875 -2.1558 0.0 0.1 0.1
H 4.4368 -2.3623 -1.9101 0.2 0.0 0.0
N 0.9934 -1.7122 -4.8074 0.0 -0.1 0.0
```
Positions in Å, forces in eV/Å.

Output
* ΔE to the lowest compared entry with this formula, charge and spin: 43.2 kJ/mol
* frontier orbital gap (alpha / beta): 7.49 / 7.49 eV
* spin multiplicity: 2
* total charge: +1

Here are the Mulliken charges for atoms 1 to 5, given in e: atom 1 (C): -0.42, atom 2 (H): 0.50, atom 3 (Cl): -0.21, atom 4 (S): 0.26, atom 5 (C): -0.95